1.
Entry from OMol25: the molecule C3H3ClFNO2 in a non-equilibrium geometry (wB97M-V/def2-TZVPD).

For the maximum force, the calculation gives 2.93 eV Å⁻¹. The orbital gap is 9.67 eV. The HOMO energy comes out at -0.34701 Eh. The value obtained for the LUMO energy is 0.23 eV.

The geometry in ORCA input format:
```
! RIJCOSX wB97M-V def2-TZVPD def2/J DEFGRID3
* xyz 0 1
C 1.20336 0.60628 0.03972
C -0.20227 1.16053 0.15472
C -1.39960 0.51124 0.08617
H 3.16290 -0.13243 -0.08774
H 0.86144 -1.50958 0.49232
H -0.24698 2.30002 0.32064
N 1.40455 -0.72946 0.13233
O 2.70898 -1.06171 -0.04147
O 2.17769 1.38051 -0.17200
F -2.54293 1.10510 -0.06286
Cl -1.61324 -1.27744 -0.06245
*
```

Charge distribution, natural (NBO) scheme, values in e: 0.585, -0.397, 0.439, 0.502, 0.421, 0.268, -0.302, -0.551, -0.648, -0.283, -0.035



2.
Entry from OMol25: a cluster of 2 separate species, C3H3ClIN in total in a non-equilibrium geometry (wB97M-V/def2-TZVPD).

For the maximum force, the calculation gives 4.44 eV Å⁻¹. The orbital gap is 9.42 eV. The HOMO energy comes out at -0.36603 Eh. The value obtained for the LUMO energy is -0.54 eV.

The geometry in ORCA input format:
```
! RIJCOSX wB97M-V def2-TZVPD def2/J DEFGRID3
* xyz 0 1
C 1.04273 -0.71626 0.30993
C -0.45003 1.10521 -0.69975
C 0.63454 0.62119 0.01823
N 1.53947 -1.66726 0.66460
Cl 1.87751 1.45114 1.06663
I -2.20817 -2.02645 0.87710
H -0.61297 2.13218 -0.83322
H -0.93913 0.40962 -1.38808
H -0.88395 -1.30937 -0.01544
*
```

Charge distribution, natural (NBO) scheme, values in e: 0.167, -0.329, -0.092, -0.230, 0.027, -0.084, 0.232, 0.234, 0.076



3.
Entry from OMol25: the molecule C3H3ClN2 in a non-equilibrium geometry (wB97M-V/def2-TZVPD).

For the maximum force, the calculation gives 2.75 eV Å⁻¹. The orbital gap is 9.98 eV. The HOMO energy comes out at -0.38530 Eh. The value obtained for the LUMO energy is -0.51 eV.

The geometry in ORCA input format:
```
! RIJCOSX wB97M-V def2-TZVPD def2/J DEFGRID3
* xyz 0 1
C -0.24150 0.12536 0.40765
C 0.54431 -1.13364 0.03800
C 0.83444 1.16266 0.03794
H -0.37323 0.18811 1.52498
H 0.18611 -2.13324 0.41296
H 0.74266 2.31666 0.11039
N 1.79263 -0.83525 -0.14814
N 1.98957 0.58670 -0.18827
Cl -1.99144 0.02600 -0.15265
*
```

Charge distribution, natural (NBO) scheme, values in e: -0.333, 0.048, 0.055, 0.276, 0.224, 0.230, -0.233, -0.231, -0.036



4.
Entry from OMol25: the molecule C3H3ClN2 in a non-equilibrium geometry (wB97M-V/def2-TZVPD).

For the maximum force, the calculation gives 4.03 eV Å⁻¹. The orbital gap is 11.36 eV. The HOMO energy comes out at -0.39546 Eh. The value obtained for the LUMO energy is 0.60 eV.

The geometry in ORCA input format:
```
! RIJCOSX wB97M-V def2-TZVPD def2/J DEFGRID3
* xyz 0 1
C -2.08301 1.33864 -0.09130
C -0.05445 0.10719 0.40520
C -1.50462 0.04157 -0.40494
N -2.35758 2.41326 0.20926
N 0.94710 0.23825 -0.30985
Cl -2.56599 -1.28786 -0.00582
H 0.02984 -0.02969 1.52259
H -1.05246 -0.08216 -1.53366
H 1.80628 0.43585 0.32048
*
```

Charge distribution, natural (NBO) scheme, values in e: 0.242, 0.148, -0.397, -0.272, -0.595, 0.033, 0.185, 0.298, 0.358